The following is a quantum chemistry calculation of 3 unconnected molecules or ions with the total composition C2H10O2S in a non-equilibrium geometry, from the OMol25 dataset.

## Properties
- ΔE to the lowest compared entry with this formula, charge and spin (eV) = 1.7164
- SMILES = CCS.O.O
- multiplicity = 1
- LUMO level (eV) = 0.45
- Kohn-Sham gap (eV) = 9.60
- highest occupied orbital energy (eV) = -9.15
- electronic energy (eV) = -17164.7772

Geometry (Å):
S1 -0.5993 3.3259 1.6862
O1 1.2912 -2.1600 0.2176
O2 2.2605 -6.9806 -2.9073
C1 -1.6937 1.3308 -0.0766
C2 -0.9016 2.5946 0.0917
H1 -0.9315 0.5591 -0.2133
H2 -1.6387 3.3720 -0.2587
H3 -0.0776 2.5750 -0.6244
H4 1.8273 -6.3567 -2.2537
H5 0.5054 -1.6465 0.2156
H6 1.8398 -1.9350 -0.5739
H7 -2.0790 1.1348 0.9898
H8 -2.6431 1.4605 -0.7103
H9 -1.9496 3.6965 1.6718
H10 1.8944 -6.5016 -3.7947

Atoms 1-6, force components in eV/Å:
S -1.14 0.06 0.67
O 1.93 -0.74 -0.77
O -2.34 3.19 -2.23
C -1.23 -0.63 3.06
C -1.88 2.16 -2.59
H -0.93 -0.56 -0.83



The following is a quantum chemistry calculation of 2 unconnected molecules or ions with the total composition C2ClF3N2O4 in a non-equilibrium geometry, from the OMol25 dataset.

## Properties
- ΔE to the lowest compared entry with this formula, charge and spin (eV) = 0.2376
- multiplicity = 1
- LUMO level (alpha / beta) (eV) = -2.38 / -2.37
- Kohn-Sham gap (alpha / beta) (eV) = 7.97 / 7.69
- highest occupied orbital energy (alpha / beta) (eV) = -10.35 / -10.06
- electronic energy (eV) = -33909.2702

Geometry (Å):
Cl1 -1.4554 1.7743 0.8058
F1 0.7883 0.7963 -1.6745
F2 0.9207 -1.2432 -1.0876
F3 -0.5682 -0.3651 1.7454
O1 2.0485 1.5989 0.4888
O2 -1.7830 -1.8510 0.0115
O3 2.1801 -0.4509 1.0622
O4 -1.9700 -0.1247 -1.4076
N1 1.8155 0.4402 0.3429
N2 -1.7032 -0.7028 -0.3328
C1 -1.1370 0.1698 0.6922
C2 0.8636 -0.0418 -0.6463

Atoms 1-6, force components in eV/Å:
Cl -0.66 0.88 -0.09
F -0.11 -0.08 0.50
F 0.57 -1.04 0.43
F -1.13 -0.51 0.11
O -0.16 1.46 -0.56
O -0.25 -0.55 -0.85



The following is a quantum chemistry calculation of 14 unconnected molecules or ions with the total composition C21H69N25O14 in a non-equilibrium geometry, from the OMol25 dataset.

## Properties
- ΔE to the lowest compared entry with this formula, charge and spin (eV) = 0.7106
- multiplicity = 1
- LUMO level (eV) = -0.29
- Kohn-Sham gap (eV) = 8.75
- highest occupied orbital energy (eV) = -9.04
- electronic energy (eV) = -88816.5986

Geometry (Å):
O1 1.7075 -2.0195 -3.2218
O2 -4.5943 -5.2923 1.9540
O3 -0.6072 3.4658 -4.1383
O4 1.0760 1.6993 8.0482
O5 0.8671 -8.1888 -0.8019
O6 5.8392 0.8313 2.7587
O7 -4.9123 -0.7496 -1.7634
O8 7.0443 -4.5454 -0.9630
O9 -1.4796 -5.3977 7.6344
O10 -0.4595 -1.8471 2.5861
O11 3.3766 -4.9782 2.3694
O12 -4.7026 5.3284 -0.6705
O13 -4.0268 1.5806 3.1733
O14 -2.1545 -3.3439 -2.2857
N1 4.8228 0.1777 1.0105
N2 -4.9000 1.4637 -1.1931
N3 -4.6793 0.4880 5.0907
N4 -5.0140 0.9574 -3.2576
N5 -4.0048 7.1954 0.3112
N6 4.4474 -0.8688 2.8999
N7 3.5179 -6.1288 4.2089
N8 -1.6017 -3.2570 7.1480
N9 1.0518 0.5641 6.2109
N10 -4.7434 -3.1553 1.6687
N11 -1.2605 -4.6213 5.5625
N12 -3.4017 5.4132 1.2358
N13 -5.7476 -4.4232 0.2132
N14 0.6669 -1.9494 0.6658
N15 0.5974 3.9159 -4.0900
N16 -5.2068 2.5140 4.8020
N17 -1.0809 -7.0031 -0.8529
N18 0.2045 -0.4233 -3.5080
N19 -1.0334 -0.7097 0.7279
N20 0.1163 2.3869 6.1170
N21 5.0749 -3.7022 -1.5554
N22 5.2186 -5.9654 3.1465
N23 0.7629 -6.1179 -1.6257
N24 2.2710 -0.0719 -4.0384
N25 6.8238 -3.5982 -2.9539
C1 6.3331 -3.9911 -1.8062
C2 -4.6164 1.4837 4.2254
C3 -4.9575 0.4133 -2.0608
C4 2.4859 5.0472 -2.9116
C5 3.9465 -5.6069 3.1848
C6 0.1842 5.5737 -6.0042
C7 5.0999 0.0511 2.2262
C8 0.1909 -7.2163 -1.1294
C9 1.4066 -0.9131 -3.5301
C10 0.2770 6.0484 -2.6171
C11 2.9401 5.6088 -4.2896
C12 0.9654 3.1020 -6.4216
C13 -1.4137 -4.4725 6.8342
C14 -5.0155 -4.3585 1.3182
C15 0.7977 1.5989 6.9278
C16 1.0324 4.3256 -5.4802
C17 -4.1811 5.9228 0.2691
C18 0.9584 4.6858 -2.8797
C19 2.5397 4.6323 -5.3334
C20 0.9285 3.7606 -1.6400
C21 -0.3378 -1.5582 1.4162
H1 -6.0691 -5.2902 -0.1928
H2 -2.9668 -2.9180 -2.0116
H3 -1.6737 -6.2572 -1.1881
H4 0.0396 0.5304 -3.7967
H5 1.3272 4.2536 -0.7534
H6 -5.1140 0.3760 -4.0774
H7 -3.4922 4.4108 1.3201
H8 -0.4530 -1.1517 -3.2689
H9 0.0272 6.4474 -5.3717
H10 -0.7601 -0.5641 -0.2335
H11 0.5411 -2.0785 -0.3280
H12 -5.6909 -3.5440 -0.2808
H13 1.7622 2.3633 -6.3347
H14 6.1714 -3.3433 -3.6816
H15 1.4143 2.7885 -1.7243
H16 -1.0550 4.3123 -4.2055
H17 2.5993 -5.8777 4.5452
H18 -1.4531 0.0364 1.2639
H19 4.2516 -0.5338 0.5773
H20 4.6525 -0.9119 3.8879
H21 0.6776 0.4683 5.2776
H22 -4.4900 7.7604 -0.3710
H23 0.2233 6.2052 -1.5398
H24 -3.3712 7.6618 0.9445
H25 -5.3320 3.4433 4.4266
H26 1.4189 -0.2576 6.6693
H27 -4.4285 -0.3573 4.5980
H28 1.7558 -5.9472 -1.6974
H29 4.0730 -6.7386 4.7922
H30 5.7583 -5.9853 2.2931
H31 -0.9907 -3.7322 5.1667
H32 0.1509 2.4122 -6.2002
H33 -3.0059 6.0526 1.9101
H34 2.8546 4.9835 -6.3160
H35 -4.7893 2.4217 -1.4932
H36 -4.8316 1.3287 -0.1945
H37 0.1673 -5.3309 -1.8400
H38 -4.1533 -3.0419 2.4805
H39 0.7645 3.2633 -7.4807
H40 0.6223 6.9871 -3.0503
H41 2.4496 6.5542 -4.5217
H42 4.6819 -4.0166 -0.6797
H43 4.0214 5.7350 -4.2353
H44 -2.3916 -3.8254 -3.0783
H45 -1.6039 -7.7456 -0.4110
H46 -0.2808 3.2044 6.5576
H47 3.1237 3.7439 -5.0931
H48 -5.6279 2.3792 5.7101
H49 -4.9780 -2.3287 1.1377
H50 -0.0246 2.0648 5.1702
H51 2.1827 0.9253 -4.1725
H52 2.5919 5.8396 -2.1707
H53 -1.2004 -5.5053 5.0776
H54 -2.2140 -3.1316 7.9415
H55 1.1432 -2.7034 1.1399
H56 -1.4623 -2.3999 6.6321
H57 4.4967 -3.2918 -2.2747
H58 4.2085 -1.7501 2.4683
H59 3.1487 4.2168 -2.6682
H60 5.2523 0.8877 0.4346
H61 5.7557 -6.1946 3.9705
H62 -0.8233 5.2252 -6.2313
H63 0.5318 5.9154 -6.9791
H64 -4.6141 0.5148 6.0982
H65 3.1244 -0.5142 -4.3485
H66 -0.7812 6.0049 -2.8748
H67 -0.1460 3.6384 -1.5039
H68 7.7997 -3.7996 -3.1189
H69 -4.9366 1.9514 -3.4191

Atoms 1-6, force components in eV/Å:
O 0.69 -3.58 1.14
O 0.16 -1.93 0.81
O -4.97 -0.62 0.70
O 1.14 1.49 5.65
O -0.93 -0.18 -0.28
O 1.98 1.88 1.84